Below is a cluster of 8 separate species, C17H54N3O9 in total, with properties calculated with ωB97M-V with the def2-TZVPD basis set.

Last column: Mulliken charge in e.
Positions of all 83 atoms, in Å:
N 49.415 27.500 46.363  0.39
H 48.663 27.633 47.203  0.26
H 49.941 26.742 46.374  0.33
H 50.063 28.210 46.380  -0.47
H 48.742 27.585 45.489  0.33
C 47.923 25.264 42.911  -0.72
O 48.086 26.577 43.270  -0.32
H 47.356 25.280 41.989  0.35
H 47.499 24.611 43.655  0.28
H 48.918 24.836 42.660  0.22
H 48.097 26.944 42.500  0.20
C 46.883 26.906 49.267  -0.58
O 48.141 26.422 49.362  -0.45
H 46.259 26.384 48.620  0.22
H 47.008 28.036 48.860  0.11
H 46.567 27.054 50.259  0.41
H 48.443 26.446 50.263  0.30
C 51.661 25.500 48.683  -0.32
O 51.879 24.718 47.433  -0.54
H 52.497 25.405 49.411  0.28
H 50.825 25.120 49.254  0.38
H 51.432 26.529 48.473  -0.15
H 51.438 23.853 47.529  0.31
C 45.765 29.069 45.269  -0.70
O 46.795 29.399 46.243  -0.38
H 45.330 28.098 45.482  0.24
H 46.159 29.055 44.309  0.25
H 44.982 29.863 45.365  0.35
H 46.600 30.301 46.558  0.26
C 51.555 29.424 49.167  -0.33
O 50.221 29.034 48.847  -0.27
H 52.060 28.495 49.574  0.30
H 51.756 30.096 49.960  0.48
H 52.023 29.647 48.366  -0.25
H 49.742 29.149 49.742  0.22
C 52.810 22.107 42.549  -0.78
O 52.071 23.278 43.026  -0.32
C 52.689 24.291 43.729  -0.87
C 51.669 25.340 43.993  -1.04
N 51.903 26.352 45.031  0.62
C 53.109 26.999 44.855  -1.27
C 53.264 28.164 46.010  0.45
O 54.492 28.753 46.055  -0.47
C 54.614 29.724 46.970  -0.71
H 52.136 21.214 42.220  0.22
H 53.250 21.831 43.439  0.37
H 53.635 22.467 41.844  0.27
H 53.523 24.467 43.272  0.71
H 53.038 24.013 44.743  0.33
H 50.660 24.742 44.410  0.02
H 51.377 25.873 43.232  0.76
H 51.992 25.702 45.882  0.01
H 53.207 27.581 43.888  0.31
H 53.820 26.282 44.972  0.72
H 53.181 27.603 46.985  0.24
H 52.475 28.932 46.031  -0.41
H 55.563 30.125 47.120  0.40
H 54.345 29.390 48.041  0.17
H 54.154 30.583 46.575  0.30
C 50.867 29.282 43.119  -0.70
O 50.201 29.710 44.296  -0.05
C 50.718 31.031 44.576  -0.58
C 50.227 31.337 46.002  -0.03
N 50.515 32.718 46.413  -0.44
C 50.263 32.868 47.855  -0.14
C 50.033 34.352 48.344  -0.72
O 49.649 34.202 49.753  -0.27
C 49.675 35.427 50.374  -0.83
H 50.575 29.830 42.120  0.31
H 50.400 28.192 42.664  -0.09
H 51.864 29.289 43.286  0.45
H 50.227 31.787 43.703  0.34
H 51.829 31.134 44.672  0.25
H 50.674 30.573 46.570  -0.53
H 49.169 31.252 45.997  0.59
H 49.738 33.379 45.844  0.34
H 51.199 32.305 48.271  0.09
H 49.340 32.304 48.025  0.20
H 49.191 34.678 47.910  0.43
H 50.920 34.932 48.164  0.42
H 48.842 36.050 50.111  0.33
H 50.534 36.127 50.247  0.33
H 49.816 35.249 51.489  0.25

Values from the calculation:
total charge = +1
energy = -1520.84687 hartree
M = 444.63 u
HOMO level = -0.4125 Eh
frontier orbital gap = 9.11 eV

Below is a structure of composition C25H42DyO6, with properties calculated with ωB97M-V with the def2-TZVPD basis set.

Last column: Mulliken charge in e.
Positions of all 74 atoms, in Å:
C -0.550 1.388 3.129  -0.49
C 0.694 0.612 3.415  -0.28
C 1.287 -0.634 2.530  -0.67
C 2.271 -0.143 1.270  0.36
C 3.171 1.160 1.737  -0.20
C 4.268 0.785 2.942  0.14
O 5.582 1.038 2.712  -0.50
O 3.901 0.228 4.253  -0.45
O 3.311 -1.225 1.334  -0.37
C 3.620 -1.640 -0.075  0.06
O 4.790 -2.011 -0.615  -0.51
C 2.124 -1.561 -0.741  -0.84
C 1.862 -2.078 -2.271  -0.25
C 1.691 -3.726 -2.193  -0.53
O 2.882 -4.412 -1.654  0.02
C 2.662 -4.916 -0.289  0.35
O 1.909 -5.967 0.060  -0.33
C 1.559 -0.101 -0.243  1.66
C -0.045 0.222 -0.342  -0.22
C -1.034 -1.068 -0.146  0.34
C -2.353 -0.785 -1.135  -0.27
C -3.358 -2.075 -1.255  -0.70
C -4.830 -1.602 -0.694  -0.73
C -4.754 -1.375 0.960  -0.37
C -4.908 0.221 1.304  -0.23
C -6.527 0.621 1.250  -0.97
C 2.184 0.920 -1.370  -1.13
C 1.887 2.511 -1.101  -0.14
C 1.407 3.354 -2.433  0.10
C 1.272 4.942 -1.929  -1.01
C -0.089 2.943 -2.990  -0.75
H -0.510 2.563 3.030  -0.37
H -1.564 0.838 2.935  0.35
H 1.307 0.952 4.381  0.62
H 0.451 -1.381 2.193  0.35
H 1.999 -1.256 3.259  0.54
H 2.545 2.121 1.973  -0.10
H 3.855 1.444 0.801  0.50
H 4.695 -0.311 4.583  0.40
H 1.526 -2.346 -0.070  0.41
H 0.790 -1.668 -2.588  0.24
H 2.684 -1.732 -3.049  0.42
H 1.415 -4.199 -3.244  0.42
H 0.785 -4.018 -1.473  0.39
H 3.191 -4.331 0.603  0.35
H -0.234 0.621 -1.451  -0.22
H -0.311 1.133 0.361  0.09
H -0.600 -2.095 -0.498  -0.25
H -1.456 -1.114 0.949  -0.06
H -2.875 0.230 -0.869  0.10
H -1.881 -0.633 -2.221  0.31
H -2.911 -3.022 -0.703  0.28
H -3.504 -2.302 -2.418  0.34
H -5.665 -2.394 -0.979  0.32
H -5.071 -0.550 -1.180  0.28
H -5.715 -1.911 1.387  0.39
H -3.770 -1.873 1.374  0.18
H -4.454 0.509 2.368  0.17
H -4.385 0.942 0.535  0.10
H -7.208 -0.226 1.685  0.31
H -6.750 0.802 0.091  0.24
H -6.665 1.607 1.867  0.32
H 3.369 0.794 -1.441  0.40
H 1.799 0.700 -2.478  0.41
H 2.932 2.991 -0.778  0.36
H 1.149 2.739 -0.222  -0.14
H 2.229 3.255 -3.286  0.30
H 0.618 4.904 -0.932  0.15
H 0.652 5.601 -2.684  0.36
H 2.315 5.416 -1.653  0.31
H -0.771 2.789 -2.039  0.10
H -0.013 1.915 -3.549  0.19
H -0.569 3.807 -3.642  0.41
Dy 0.692 3.059 3.651  1.66

Values from the calculation:
total charge = +3
energy = -2312.31913 hartree
M = 601.11 u
HOMO level (alpha / beta) = -0.6097 / -0.6097 Eh
2S+1 = 6
⟨S²⟩ = 9.403
frontier orbital gap (alpha / beta) = 4.24 / 2.62 eV

Below is a structure of composition C43H44AlF5N8O2P, with properties calculated with ωB97M-V with the def2-TZVPD basis set.

Last column: Mulliken charge in e.
Positions of all 104 atoms, in Å:
N 0.808 0.215 -0.792  -0.40
P 0.237 -0.617 -2.016  0.28
O 0.976 -0.020 -3.385  -0.42
O -1.415 -0.357 -2.210  -0.37
Al 0.646 -2.897 -1.534  -0.10
C 1.225 -4.063 -3.140  1.07
F 0.339 -5.107 -3.386  -0.33
F 2.428 -4.678 -2.781  -0.30
C 1.447 -3.201 -4.357  -0.15
C 0.382 -2.932 -5.195  -0.85
C 0.613 -2.094 -6.272  -0.42
C 1.853 -1.548 -6.477  -0.95
C 2.908 -1.847 -5.643  0.46
C 4.293 -1.275 -5.863  0.96
F 5.095 -2.249 -6.347  -0.28
F 4.308 -0.193 -6.656  -0.29
F 4.833 -0.887 -4.680  -0.20
C 2.711 -2.681 -4.559  -0.69
H 1.494 0.862 -1.183  0.13
H 0.591 0.822 -3.667  0.23
H -1.561 0.054 -3.073  0.23
H 1.733 -2.966 -0.356  -0.31
H -0.740 -3.508 -1.024  -0.12
H -0.602 -3.357 -5.016  0.46
H -0.219 -1.852 -6.932  0.38
H 1.985 -0.868 -7.317  0.40
H 3.503 -2.940 -3.858  0.68
N -0.304 -1.882 3.412  -0.34
C -0.905 -1.247 4.419  -0.13
C -1.011 0.130 4.511  -0.68
C -0.456 0.896 3.496  -0.16
C 0.176 0.261 2.439  -0.31
C 0.224 -1.127 2.443  -0.43
H -1.321 -1.891 5.188  0.36
H -1.515 0.590 5.352  0.37
H -0.517 1.978 3.530  0.40
H 0.619 0.825 1.629  0.49
H 0.704 -1.670 1.635  0.47
N -2.820 3.151 0.489  -0.39
C -2.546 1.875 0.768  -0.38
C -3.381 0.817 0.439  -0.34
C -4.568 1.098 -0.212  -0.44
C -4.874 2.418 -0.511  -0.47
C -3.969 3.399 -0.141  -0.33
H -1.611 1.702 1.279  0.51
H -3.103 -0.198 0.687  0.51
H -5.247 0.299 -0.486  0.39
H -5.793 2.679 -1.019  0.39
H -4.164 4.446 -0.355  0.47
N 5.448 -3.143 -2.381  -0.16
C 6.332 -4.059 -1.990  -0.24
C 7.550 -3.750 -1.404  -0.63
C 7.869 -2.414 -1.218  -0.08
C 6.963 -1.448 -1.621  -0.85
C 5.770 -1.866 -2.193  -0.11
H 6.039 -5.090 -2.158  0.40
H 8.230 -4.536 -1.101  0.37
H 8.812 -2.131 -0.765  0.36
H 7.173 -0.394 -1.495  0.36
H 5.028 -1.150 -2.517  0.50
N -2.393 9.106 -2.510  -0.57
C -3.218 8.854 -3.527  -0.18
C -3.759 7.605 -3.791  -0.40
C -3.421 6.554 -2.953  -0.29
C -2.564 6.792 -1.893  -0.21
C -2.082 8.080 -1.715  -0.26
H -3.452 9.706 -4.157  0.35
H -4.426 7.461 -4.630  0.36
H -3.821 5.561 -3.125  0.41
H -2.275 5.998 -1.216  0.41
H -1.412 8.313 -0.895  0.36
N 1.152 -5.163 8.381  -0.57
C 0.051 -5.745 8.854  -0.21
C -1.159 -5.772 8.177  -0.34
C -1.231 -5.156 6.938  -0.30
C -0.099 -4.543 6.428  -0.31
C 1.062 -4.577 7.186  -0.32
H 0.153 -6.211 9.829  0.33
H -2.020 -6.263 8.610  0.35
H -2.157 -5.154 6.377  0.40
H -0.115 -4.051 5.463  0.56
H 1.974 -4.114 6.824  0.39
N -0.950 8.778 1.950  -0.47
C -0.108 7.825 2.350  -0.16
C 1.077 8.076 3.025  -0.47
C 1.410 9.393 3.297  -0.17
C 0.550 10.399 2.888  -0.40
C -0.612 10.038 2.223  -0.16
H -0.408 6.810 2.113  0.43
H 1.721 7.262 3.328  0.35
H 2.327 9.632 3.820  0.36
H 0.773 11.439 3.080  0.35
H -1.317 10.792 1.886  0.35
N -2.184 -5.036 0.476  -0.12
C -2.455 -5.791 -0.585  0.08
C -3.542 -6.652 -0.660  -0.64
C -4.391 -6.734 0.431  -0.21
C -4.124 -5.956 1.546  -0.48
C -3.012 -5.126 1.515  -0.30
H -1.758 -5.692 -1.412  0.24
H -3.715 -7.241 -1.551  0.36
H -5.250 -7.395 0.412  0.36
H -4.763 -5.991 2.420  0.36
H -2.763 -4.495 2.363  0.41

Values from the calculation:
total charge = -1
energy = -3336.68204 hartree
M = 857.82 u
HOMO level = -0.1858 Eh
frontier orbital gap = 7.23 eV

Below is a structure of composition CH3O4S2, with properties calculated with ωB97M-V with the def2-TZVPD basis set.

Last column: Mulliken charge in e.
Positions of all 10 atoms, in Å:
C -1.292 1.392 0.840  0.02
O 0.181 -2.322 -0.502  -0.54
O 1.130 -0.450 0.781  -0.55
O 1.306 -0.434 -1.677  -0.50
O -1.591 0.207 0.896  -0.61
S -0.319 2.021 -0.367  -0.38
S 0.236 -0.585 -0.398  0.69
H -1.576 2.274 1.531  0.23
H 0.262 -2.614 0.416  0.31
H 1.665 0.512 -1.518  0.32

Values from the calculation:
total charge = -1
energy = -1137.12217 hartree
M = 143.17 u
HOMO level (alpha / beta) = -0.0093 / -0.1583 Eh
2S+1 = 3
⟨S²⟩ = 2.013
frontier orbital gap (alpha / beta) = 3.80 / 6.45 eV

Below is a cluster of 2 separate species, C2H4O2S2 in total, with properties calculated with ωB97M-V with the def2-TZVPD basis set.

Last column: Mulliken charge in e.
Positions of all 10 atoms, in Å:
C -0.454 2.486 -0.313  -0.37
C 1.283 0.320 0.613  -0.61
O -1.226 -1.448 -1.500  -0.35
O -1.384 -2.734 0.530  -0.35
S 0.752 2.052 0.681  0.08
S -2.048 -2.249 -0.637  0.69
H -0.890 1.694 -1.013  0.20
H 0.596 -0.223 1.182  0.22
H 2.335 0.106 0.913  0.31
H 1.037 -0.004 -0.456  0.18

Values from the calculation:
total charge = 0
energy = -1025.33296 hartree
M = 124.19 u
HOMO level = -0.3174 Eh
frontier orbital gap = 7.14 eV

Below is a structure of composition C5H11BO2, with properties calculated with ωB97M-V with the def2-TZVPD basis set.

Last column: Mulliken charge in e.
Positions of all 19 atoms, in Å:
B -2.016 -0.496 -0.099  0.52
C -3.340 1.460 0.383  -0.80
C -2.475 0.910 -0.402  0.00
C 0.855 0.667 -0.870  -0.95
C 1.271 -0.933 1.106  -1.08
C 0.694 0.376 0.609  0.70
O -1.788 -1.649 0.069  -0.55
O 0.265 1.142 1.410  -0.55
H -3.794 2.440 0.118  0.22
H -3.907 1.048 1.227  0.25
H -2.097 1.428 -1.234  0.36
H 0.799 -0.264 -1.451  0.31
H 0.088 1.370 -1.302  0.25
H 1.799 1.235 -0.788  0.37
H 0.605 -1.712 0.731  0.22
H 1.539 -1.007 2.104  0.37
H 2.198 -1.079 0.647  0.37
H 4.633 -2.704 -0.802  -0.01
H 4.670 -2.233 -1.457  0.01

Values from the calculation:
total charge = 0
energy = -372.40267 hartree
M = 113.95 u
HOMO level = -0.3497 Eh
frontier orbital gap = 10.19 eV

Below is a cluster of 3 separate species, C4H13NO2 in total, with properties calculated with ωB97M-V with the def2-TZVPD basis set.

Last column: Mulliken charge in e.
Positions of all 20 atoms, in Å:
C -1.939 1.080 -0.583  -0.73
C -0.724 1.326 0.322  -0.36
C 0.247 0.228 -0.235  -0.35
N -0.463 -0.672 -1.025  -0.36
C -1.932 -0.555 -0.820  -0.63
H -2.870 1.545 -0.197  0.38
H -1.913 1.321 -1.591  0.29
H -0.309 2.294 0.068  0.29
H -0.785 1.092 1.409  0.26
H 0.924 -0.188 0.580  0.09
H 0.979 0.901 -0.656  0.17
H -0.146 -1.582 -0.946  0.33
H -2.335 -1.026 -1.724  0.38
H -2.325 -0.985 0.104  0.24
O 0.681 -2.981 0.545  -0.60
H 0.032 -3.000 1.248  0.29
H 1.163 -3.656 1.034  0.30
O 3.266 1.966 1.176  -0.64
H 2.658 1.152 1.285  0.35
H 2.681 2.487 0.676  0.31

Values from the calculation:
total charge = 0
energy = -365.36064 hartree
M = 107.15 u
HOMO level = -0.3060 Eh
SMILES = C1CCNC1.O.O
frontier orbital gap = 8.74 eV

Below is a cluster of 2 separate species, C8H18FN2 in total, with properties calculated with ωB97M-V with the def2-TZVPD basis set.

Last column: Mulliken charge in e.
Positions of all 29 atoms, in Å:
C 2.097 1.635 0.270  -0.63
C 0.221 -2.773 0.744  -0.89
C -3.330 1.653 0.060  -1.09
C -0.691 -0.026 -1.826  -1.17
C 1.522 -2.110 1.196  -0.42
C -2.676 0.259 -0.281  -0.31
C 1.699 -0.827 0.526  -0.11
C -1.207 0.472 -0.735  0.82
N 2.182 1.539 -1.133  -0.41
N 1.866 0.337 1.048  -0.05
F -0.467 1.384 -0.025  -0.27
H 1.200 2.228 0.463  0.34
H -0.442 -2.885 1.668  0.24
H -0.177 -2.084 -0.059  0.19
H 0.256 -3.844 0.532  0.38
H -3.267 2.339 -0.848  0.30
H -2.738 2.033 0.920  0.27
H -4.318 1.454 0.466  0.38
H 2.938 1.980 0.754  0.53
H 0.294 0.227 -2.228  0.20
H -1.160 -0.674 -2.515  0.32
H 1.745 -1.868 2.368  0.30
H 2.395 -2.767 0.938  0.28
H -2.582 -0.406 0.622  0.22
H -3.260 -0.255 -1.107  0.34
H 1.616 -0.835 -0.632  0.51
H 1.408 1.864 -1.648  0.25
H 3.059 1.544 -1.624  0.18
H 1.814 0.404 2.086  0.29

Values from the calculation:
total charge = +1
energy = -524.67808 hartree
M = 161.24 u
HOMO level = -0.4865 Eh
frontier orbital gap = 9.64 eV